The following is a DFT calculation (ωB97M-V/def2-TZVPD) of an isolated ion of composition C22H31N2O4 and charge +1.

Geometry as XYZ:
```
59
Properties=species:S:1:pos:R:3:forces:R:3:mulliken_charge:R:1
O -1.00586 1.25743 -0.74695 2.03 3.05 1.63 -0.501
O -6.31185 -0.50212 -0.01550 2.41 0.86 -0.28 -0.490
O 7.25859 0.03493 -0.27632 -9.70 -4.55 5.55 -0.380
O -5.42762 2.24174 0.94357 0.76 -2.26 -2.13 -0.325
N -0.31805 -1.48504 -0.47042 -2.35 11.24 -6.51 0.551
N 1.63243 -0.92266 1.00905 -4.02 -4.22 -2.09 0.109
C -0.59310 2.67004 -0.34268 -1.76 -1.30 0.94 -1.274
C -3.90284 -1.03718 -0.68750 4.23 10.98 1.38 -1.075
C 4.15592 2.19184 -0.45339 -2.50 -0.09 3.28 -0.699
C -4.88951 0.12110 -0.22679 -4.72 -13.42 -2.15 0.071
C 3.21334 1.30159 0.60408 0.86 5.91 -5.34 -0.105
C -1.54143 -1.12624 -1.65458 -4.64 -7.28 10.29 -0.885
C 3.65543 0.11967 1.01610 4.23 -0.77 -2.75 0.726
C -2.28000 1.01512 -0.51845 -1.87 -5.03 0.18 0.487
C -6.83460 2.05292 0.85526 -0.27 2.81 11.04 -0.777
C -6.62392 -1.89175 -0.45135 15.00 2.44 -3.59 -0.763
C -2.52238 -0.38390 -0.84692 -5.02 -1.31 -0.98 0.896
C -3.25150 1.68211 0.10588 -1.93 2.08 -0.12 -0.422
C -4.68292 1.24824 0.28730 4.70 7.77 2.36 0.393
C 2.76946 -0.78438 1.67852 1.97 4.37 8.34 -1.234
C -0.50371 -1.86156 0.71417 -7.64 -6.40 12.66 -0.430
C 0.47634 -1.49488 1.86649 0.42 3.61 -3.20 -0.913
C 8.12309 0.66392 -0.88924 2.37 8.60 -5.84 -0.843
C 5.01126 -0.43196 0.55170 -1.12 6.78 -1.00 -0.751
C 0.78200 -1.93824 -1.01487 6.48 -0.41 -9.76 -0.708
C 1.95974 -1.95845 -0.20927 1.59 0.87 5.73 -0.856
C 5.93310 0.46407 -0.09398 -2.05 -1.01 -0.19 0.232
C 5.40761 1.74262 -0.68318 1.19 -2.24 1.36 -0.318
H 6.16282 2.27613 -1.19395 0.35 0.86 -0.74 0.427
H 3.80809 3.32277 -0.71568 0.82 -3.16 0.41 0.253
H 1.16578 -1.23158 -2.03433 -1.65 -1.51 2.72 0.362
H 3.29969 -1.37311 2.44668 -0.30 -1.91 -1.30 0.427
H -0.71496 3.08179 0.72990 -0.11 -1.58 -1.44 0.268
H -1.23154 3.18685 -1.00151 -0.22 1.50 -0.67 0.704
H 2.98149 -1.70568 -0.42282 -0.05 1.27 -1.87 0.526
H -7.22074 1.70921 0.04758 -2.09 -1.81 -5.56 0.413
H -1.18450 -0.81492 -2.48477 3.04 1.95 -5.38 0.521
H -5.97906 -2.63625 0.14022 -1.18 0.86 -1.19 0.220
H -0.17447 -0.37810 -0.24060 0.31 -2.00 -1.27 0.233
H 8.32172 1.72167 -0.47972 0.28 -1.31 -0.41 0.319
H 0.75788 -2.40469 2.28243 0.49 -1.28 1.55 0.392
H -1.59373 -1.54259 1.19897 2.34 -0.34 -1.81 0.177
H -2.03993 -2.24858 -1.49920 1.60 2.61 -1.93 0.199
H 2.20453 1.88876 0.54623 1.67 -1.99 1.22 -0.046
H 7.91421 0.81806 -2.01356 -0.07 0.06 1.06 0.318
H 2.47238 -0.05095 2.71828 0.13 -1.28 -2.43 0.359
H -7.16009 1.28011 1.78864 0.83 1.76 -2.69 0.243
H 8.88533 0.04887 -0.90684 4.87 -2.25 0.06 0.339
H 0.64280 -2.86455 -1.55789 -0.36 -0.64 0.26 0.338
H -0.68226 -3.00000 0.79998 0.55 1.22 -0.49 0.495
H 0.39510 2.64629 -0.62692 2.14 0.49 -0.63 0.372
H -6.48198 -1.82623 -1.61732 0.11 -1.03 2.09 0.300
H 0.03433 -0.65524 2.56970 1.27 -1.86 -1.27 0.412
H 5.30829 -1.25735 1.03405 1.29 -3.18 1.34 0.624
H 2.29371 -2.90300 0.20815 -1.16 -0.92 0.66 0.376
H -7.48967 -1.88793 -0.31178 -13.34 -0.81 2.56 0.369
H -3.06233 2.74361 0.15976 -0.33 0.29 0.90 0.506
H -7.31377 3.07896 1.32544 1.20 -2.43 -1.89 0.237
H -4.00811 -2.01135 -0.93983 -1.11 -2.63 -0.66 0.603
```
Forces are in eV/Å.

frontier orbital gap	7.40	eV
SMILES	COc1cccc(CN2CC[NH+](Cc3cc(OC)c(OC)cc3OC)CC2)c1
E	-34461.23261	eV
largest force on an atom	16.11	eV/Å
total charge	+1



The following is a DFT calculation (ωB97M-V/def2-TZVPD) of a 2-piece molecular cluster, C12H14BFN2O3S2 overall.

Geometry as XYZ:
```
35
Properties=species:S:1:pos:R:3:forces:R:3:mulliken_charge:R:1
S -1.07504 3.68243 1.30509 -0.13 -0.24 0.51 1.080
S 0.83793 -2.48470 -0.68198 0.00 0.03 -0.03 0.548
F -0.53734 4.63269 0.17444 0.10 0.20 -0.22 -0.226
O 0.17074 -2.53962 0.64689 -0.03 -0.05 -0.05 -0.566
O -0.57129 4.18888 2.53252 0.15 0.16 -0.01 -0.573
O -2.48247 3.56252 1.08726 -0.11 -0.08 -0.13 -0.568
N 1.93493 0.29856 3.29145 -0.07 0.15 -0.23 -0.618
N -0.21690 0.93494 -3.43209 0.00 0.15 0.49 -0.543
C -1.32944 1.40164 -2.86528 -0.19 -0.02 -0.22 -0.345
C -1.44599 1.77502 -1.53659 0.11 0.15 0.05 -0.653
C -0.66646 -0.04078 2.27555 0.45 -0.26 0.19 -0.201
C 0.82864 1.17115 -1.27558 -0.12 0.03 0.09 -0.335
C 0.83288 0.83360 -2.61770 0.28 0.07 -0.19 -0.501
C -0.13196 -0.94317 3.17478 0.15 0.38 -0.07 -0.446
C 0.98639 -4.17779 -1.26508 0.00 -0.09 -0.03 -1.064
C -0.41272 -1.98530 -1.86744 -0.16 -0.07 -0.02 -0.698
C 0.13320 1.02691 1.88567 -0.06 0.77 -0.20 0.500
C 1.16142 -0.72472 3.63758 -0.25 -0.31 0.12 -0.264
C 1.41580 1.16632 2.42575 -0.34 -0.37 0.19 -0.514
C -0.33978 1.66710 -0.69519 -0.08 0.01 -0.21 0.810
B -0.35631 2.01756 0.80961 0.13 -0.32 -0.21 0.121
H -0.68754 -0.95541 -1.64634 -0.01 -0.16 0.05 -0.140
H -1.28516 -2.63138 -1.76702 0.03 -0.04 0.04 0.530
H 1.69689 -4.69057 -0.62045 0.01 0.04 0.02 0.357
H 1.35683 -4.17612 -2.29012 0.01 0.01 0.00 0.384
H -1.65582 -0.18006 1.86971 -0.13 -0.04 -0.07 0.437
H 0.01488 -4.66836 -1.20790 -0.01 0.04 0.02 0.301
H 1.74238 0.44024 -3.04915 0.11 -0.03 -0.15 0.403
H -0.00354 -2.04387 -2.87604 -0.01 0.04 0.00 0.387
H -0.68840 -1.80912 3.48495 -0.04 -0.16 0.10 0.392
H -2.19411 1.49344 -3.50661 -0.08 -0.03 -0.15 0.375
H 1.58748 -1.43913 4.32787 0.14 -0.01 0.11 0.379
H -2.38633 2.15236 -1.16810 -0.14 0.05 0.04 0.456
H 2.03918 1.99963 2.13159 0.14 0.09 0.07 0.446
H 1.72702 1.04512 -0.69206 0.13 -0.08 0.07 0.346
```
Forces are in eV/Å.

frontier orbital gap	7.93	eV
E	-46856.75395	eV
largest force on an atom	0.80	eV/Å



The following is a DFT calculation (ωB97M-V/def2-TZVPD) of a 2-piece molecular cluster, C7H13N2O overall.

Geometry as XYZ:
```
23
Properties=species:S:1:pos:R:3:forces:R:3:mulliken_charge:R:1
O -2.89759 -0.23320 -0.56800 -0.48 -0.73 -0.32 -0.320
N 3.10501 0.52526 0.92899 -0.40 -0.04 -0.44 -0.468
N 1.13549 -0.77751 -1.26513 -1.65 -4.02 -3.73 -0.156
C 1.89785 0.18884 -1.02818 2.38 1.45 -0.13 0.088
C -2.93544 -1.56601 -0.30848 -2.21 -2.17 -1.00 -0.199
C -1.55942 1.74384 0.12674 1.88 -1.77 0.18 -0.974
C 1.87716 0.92081 0.27063 -1.30 -1.69 2.91 0.040
C -1.82119 0.23444 0.02775 0.87 1.65 1.84 0.732
C -1.16729 -0.76956 0.70792 0.15 0.73 0.34 -0.550
C -1.89567 -1.95713 0.50257 -1.19 0.56 -2.18 -0.647
H 2.79983 0.40683 -1.70386 -1.47 -0.59 0.95 0.337
H 0.18065 -0.97493 -0.86507 0.95 0.68 0.77 0.167
H 1.86941 1.96045 0.27673 -0.05 1.92 -0.95 0.319
H -1.53430 -2.94547 0.60106 -0.19 -0.85 0.72 0.419
H -0.75590 1.93287 -0.67960 -1.71 0.68 0.97 0.183
H 3.23505 -0.27203 1.53354 -0.29 0.12 -0.36 0.184
H -0.38124 -0.68013 1.44740 -0.03 0.20 -0.26 0.499
H -0.99288 1.74668 1.09838 -0.59 0.71 -0.81 0.273
H 0.95427 0.69098 0.94264 1.71 -0.01 -1.48 -0.190
H -2.46064 2.38409 0.22117 0.80 -0.40 -0.60 0.367
H -3.84793 -2.12220 -0.81176 2.33 1.23 1.24 0.357
H 3.90701 1.04987 0.65544 0.49 0.00 0.21 0.204
H 1.28773 -1.48678 -2.11089 0.02 2.32 2.14 0.333
```
Forces are in eV/Å.

frontier orbital gap	7.77	eV
E	-12488.38290	eV
largest force on an atom	5.73	eV/Å
total charge	+1



The following is a DFT calculation (ωB97M-V/def2-TZVPD) of C25H25Cl3CuFN4O4S2 as an isolated structure.

Geometry as XYZ:
```
65
Properties=species:S:1:pos:R:3:forces:R:3:mulliken_charge:R:1
Cu -3.56964 1.22734 -1.87463 -0.19 0.12 -0.36 0.371
Cl -5.88849 2.11961 -3.30621 -0.01 0.00 0.00 -0.234
Cl -8.50902 -1.03165 -6.78931 -0.06 -0.01 -0.05 -0.262
Cl -4.14830 -2.92712 -4.27198 0.04 -0.03 0.01 -0.196
S 0.10403 -4.46709 -0.80464 0.03 0.01 -0.02 -0.099
S -1.42464 -2.15281 -2.01105 0.12 0.10 0.19 -0.189
F 1.43006 -1.94620 1.50110 -0.05 -0.05 -0.02 -0.331
O -3.38826 3.18656 -1.45378 0.04 -0.21 0.17 -0.678
O -2.35163 0.76713 -0.10896 -0.01 0.00 -0.01 -0.909
O -4.06981 -0.27862 -3.00759 0.07 0.11 0.19 -0.728
O -3.11320 4.94808 -0.09891 0.05 -0.01 -0.01 -0.739
N 0.12546 3.39780 1.76096 -0.07 -0.01 0.04 0.233
N -0.25425 -4.14941 -3.31243 0.05 0.04 0.02 -0.165
N 3.21132 -0.18428 2.82027 -0.04 0.01 0.07 0.336
N 5.60114 0.00485 3.38397 0.00 0.05 -0.02 -0.151
C -0.35022 1.17518 1.01218 0.12 -0.07 0.07 0.406
C -1.79309 3.04898 0.31863 -0.01 0.14 -0.01 -0.374
C -0.55684 -3.52252 -2.14898 -0.10 -0.06 -0.10 0.106
C 0.75445 -5.18634 -3.26424 0.01 -0.03 -0.01 -0.566
C -0.01288 -0.17456 0.93456 0.01 0.08 0.06 -0.594
C -1.59593 1.62201 0.34447 -0.01 -0.13 -0.01 1.287
C -0.96024 3.82477 1.04685 -0.03 0.00 -0.01 -0.124
C 1.12886 -0.62527 1.54151 -0.09 0.01 0.02 0.556
C 4.76216 0.38312 4.57464 -0.01 -0.02 -0.01 -0.736
C 0.48175 2.06765 1.70768 0.01 -0.02 -0.06 0.246
C -7.19753 -0.79640 -5.66273 0.04 -0.01 0.03 0.580
C -5.26285 -1.61687 -4.54139 0.00 -0.03 -0.03 0.541
C -6.29504 -1.81995 -5.43438 -0.02 0.07 0.01 -0.824
C -2.88428 3.79544 -0.47066 -0.04 -0.02 -0.07 0.484
C 5.29313 -1.39690 2.95060 -0.01 -0.01 0.01 -0.678
C -7.06484 0.41062 -5.00253 0.03 -0.03 0.01 -0.912
C -5.04880 -0.40998 -3.82256 -0.02 0.04 -0.01 -0.360
C 0.91626 4.38666 2.48170 0.05 -0.04 0.00 -1.048
C -6.02112 0.58663 -4.11464 0.01 0.01 0.03 0.896
C 3.87478 -1.38653 2.34420 0.06 -0.03 -0.05 -0.707
C 0.57482 -5.83948 -1.89945 0.02 -0.01 -0.02 -0.526
C 1.98733 0.23910 2.21608 0.03 0.12 -0.01 -1.670
C 3.32469 -0.07391 4.26490 -0.01 -0.05 0.02 -0.657
C 2.06560 4.93934 1.65035 0.02 0.00 0.01 -1.006
C 1.65927 1.58374 2.29026 0.03 -0.03 -0.05 -0.305
H 5.18902 -0.10541 5.44834 0.00 0.01 0.00 0.370
H -6.39074 -2.76833 -5.94320 0.00 0.00 0.00 0.402
H 2.61434 0.65559 4.64293 0.01 0.01 -0.01 0.509
H 2.62524 5.68415 2.21800 0.00 0.00 0.00 0.365
H 1.76304 -4.76475 -3.35498 -0.01 0.01 0.00 0.258
H 0.23929 5.18853 2.77129 -0.01 0.01 -0.03 0.487
H 1.27435 3.93889 3.41098 -0.01 0.01 -0.01 0.425
H 2.35880 2.25923 2.76523 0.00 -0.02 0.01 0.553
H -0.67103 -0.85000 0.39687 0.01 -0.02 -0.01 0.544
H -0.45775 -3.64109 -4.15938 -0.03 -0.02 -0.02 0.246
H 3.92170 -1.35525 1.25632 -0.01 -0.01 0.01 0.511
H 3.11028 -1.02974 4.76090 0.00 0.01 0.00 0.304
H 0.60177 -5.90178 -4.07214 0.00 0.00 0.00 0.322
H 6.59268 0.14474 3.56500 0.01 -0.01 0.02 0.309
H 6.04978 -1.71927 2.23976 0.00 0.01 -0.01 0.370
H 4.84160 1.46285 4.68592 -0.01 0.00 0.01 0.411
H -1.17025 4.88780 1.07933 -0.01 0.00 0.00 0.507
H 1.68344 5.41542 0.74758 -0.01 0.00 0.00 0.337
H -7.76502 1.21598 -5.17276 -0.01 0.00 -0.01 0.408
H 3.36970 -2.31273 2.63035 0.02 0.02 0.01 0.436
H 5.36071 -2.01497 3.84396 0.01 -0.01 -0.01 0.338
H 1.49197 -6.30594 -1.54715 -0.01 0.00 0.01 0.354
H 5.30401 0.62009 2.62077 0.02 0.01 -0.01 0.383
H 2.75154 4.14820 1.34291 0.00 0.00 0.00 0.292
H -0.22266 -6.58096 -1.92071 -0.02 0.02 0.01 0.286
```
Forces are in eV/Å.

frontier orbital gap	3.76	eV
E	-147074.98258	eV
largest force on an atom	0.42	eV/Å



What did the second record say?
The following is a DFT calculation (ωB97M-V/def2-TZVPD) of a 2-piece molecular cluster, C12H14BFN2O3S2 overall.

Geometry as XYZ:
```
35
Properties=species:S:1:pos:R:3:forces:R:3:mulliken_charge:R:1
S -1.07504 3.68243 1.30509 -0.13 -0.24 0.51 1.080
S 0.83793 -2.48470 -0.68198 0.00 0.03 -0.03 0.548
F -0.53734 4.63269 0.17444 0.10 0.20 -0.22 -0.226
O 0.17074 -2.53962 0.64689 -0.03 -0.05 -0.05 -0.566
O -0.57129 4.18888 2.53252 0.15 0.16 -0.01 -0.573
O -2.48247 3.56252 1.08726 -0.11 -0.08 -0.13 -0.568
N 1.93493 0.29856 3.29145 -0.07 0.15 -0.23 -0.618
N -0.21690 0.93494 -3.43209 0.00 0.15 0.49 -0.543
C -1.32944 1.40164 -2.86528 -0.19 -0.02 -0.22 -0.345
C -1.44599 1.77502 -1.53659 0.11 0.15 0.05 -0.653
C -0.66646 -0.04078 2.27555 0.45 -0.26 0.19 -0.201
C 0.82864 1.17115 -1.27558 -0.12 0.03 0.09 -0.335
C 0.83288 0.83360 -2.61770 0.28 0.07 -0.19 -0.501
C -0.13196 -0.94317 3.17478 0.15 0.38 -0.07 -0.446
C 0.98639 -4.17779 -1.26508 0.00 -0.09 -0.03 -1.064
C -0.41272 -1.98530 -1.86744 -0.16 -0.07 -0.02 -0.698
C 0.13320 1.02691 1.88567 -0.06 0.77 -0.20 0.500
C 1.16142 -0.72472 3.63758 -0.25 -0.31 0.12 -0.264
C 1.41580 1.16632 2.42575 -0.34 -0.37 0.19 -0.514
C -0.33978 1.66710 -0.69519 -0.08 0.01 -0.21 0.810
B -0.35631 2.01756 0.80961 0.13 -0.32 -0.21 0.121
H -0.68754 -0.95541 -1.64634 -0.01 -0.16 0.05 -0.140
H -1.28516 -2.63138 -1.76702 0.03 -0.04 0.04 0.530
H 1.69689 -4.69057 -0.62045 0.01 0.04 0.02 0.357
H 1.35683 -4.17612 -2.29012 0.01 0.01 0.00 0.384
H -1.65582 -0.18006 1.86971 -0.13 -0.04 -0.07 0.437
H 0.01488 -4.66836 -1.20790 -0.01 0.04 0.02 0.301
H 1.74238 0.44024 -3.04915 0.11 -0.03 -0.15 0.403
H -0.00354 -2.04387 -2.87604 -0.01 0.04 0.00 0.387
H -0.68840 -1.80912 3.48495 -0.04 -0.16 0.10 0.392
H -2.19411 1.49344 -3.50661 -0.08 -0.03 -0.15 0.375
H 1.58748 -1.43913 4.32787 0.14 -0.01 0.11 0.379
H -2.38633 2.15236 -1.16810 -0.14 0.05 0.04 0.456
H 2.03918 1.99963 2.13159 0.14 0.09 0.07 0.446
H 1.72702 1.04512 -0.69206 0.13 -0.08 0.07 0.346
```
Forces are in eV/Å.

frontier orbital gap	7.93	eV
E	-46856.75395	eV
largest force on an atom	0.80	eV/Å



- What is the formula in the third record?
  C7H13N2O